[1]
{"formula": "C28H26F3NO7", "method": "ωB97M-V/def2-TZVPD", "species": ["C", "O", "C", "C", "C", "C", "C", "C", "O", "C", "C", "C", "C", "C", "C", "C", "F", "F", "F", "C", "C", "O", "C", "O", "N", "C", "C", "C", "C", "C", "C", "O", "C", "C", "O", "C", "C", "C", "O", "H", "H", "H", "H", "H", "H", "H", "H", "H", "H", "H", "H", "H", "H", "H", "H", "H", "H", "H", "H", "H", "H", "H", "H", "H", "H"], "positions_angstrom": [[1.48163, 4.24557, 5.72184], [1.85346, 4.00581, 4.38276], [1.14347, 3.12222, 3.65206], [0.01780, 2.42648, 4.11240], [-0.63055, 1.55839, 3.26868], [-0.19749, 1.34876, 1.95557], [0.95596, 2.02074, 1.50704], [1.60349, 2.90617, 2.35487], [1.50169, 1.82828, 0.28879], [0.98901, 0.78058, -0.50992], [1.56967, -0.57726, -0.16964], [1.35495, -1.63576, -1.04847], [1.79984, -2.90690, -0.73951], [2.47567, -3.14314, 0.44627], [2.70449, -2.08448, 1.31153], [3.46387, -2.29118, 2.58999], [4.75130, -1.90297, 2.48466], [3.49396, -3.57107, 2.98818], [2.95210, -1.58705, 3.61523], [2.25778, -0.80373, 1.01063], [-0.53895, 0.65530, -0.40966], [-1.24431, 1.79355, -0.89581], [-1.30018, 1.88590, -2.25370], [-0.55198, 1.29606, -2.99338], [-2.26577, 2.75129, -2.63418], [-2.81195, 2.66699, -3.97264], [-3.96311, 1.64328, -4.05009], [-3.53315, 0.35690, -3.39711], [-3.97298, 0.01560, -2.13311], [-3.45744, -1.09250, -1.47330], [-2.45731, -1.85157, -2.05505], [-1.82433, -2.90557, -1.46657], [-2.19047, -3.24681, -0.14921], [-2.00700, -1.51569, -3.35273], [-0.99412, -2.28636, -3.84205], [-0.33956, -1.84301, -5.00667], [-2.56922, -0.43989, -4.01212], [-0.94474, 0.48933, 1.06055], [-1.82765, -0.27462, 1.38935], [0.47467, 4.66818, 5.78873], [2.20151, 4.96958, 6.09957], [1.53721, 3.33283, 6.32201], [-0.34867, 2.56549, 5.11601], [-1.50831, 1.02257, 3.59627], [2.48358, 3.42478, 2.01230], [1.25540, 1.04861, -1.53869], [0.83175, -1.46659, -1.97674], [1.61104, -3.71776, -1.42471], [2.82108, -4.13351, 0.69923], [2.45359, 0.00079, 1.70303], [-0.86152, -0.21957, -0.98550], [-2.88785, 3.05850, -1.90099], [-1.99061, 2.35417, -4.61920], [-3.15461, 3.65831, -4.27739], [-4.21742, 1.48551, -5.09930], [-4.84090, 2.04222, -3.53813], [-4.72024, 0.61766, -1.63650], [-3.80805, -1.31971, -0.48045], [-1.52571, -4.06070, 0.13576], [-2.05443, -2.40674, 0.53862], [-3.22801, -3.59312, -0.10159], [-0.98679, -1.91713, -5.88711], [0.51403, -2.50715, -5.13570], [0.00913, -0.81156, -4.89315], [-2.22923, -0.17110, -4.99887]], "atomic_forces_ev_per_a": [[-0.086, 0.046, 0.267], [0.072, -0.070, -0.312], [-0.055, -0.236, -0.402], [0.037, 0.158, 0.326], [0.163, 0.018, -0.322], [0.186, 0.196, 0.351], [-0.302, 0.045, 0.533], [0.065, 0.059, 0.023], [0.130, 0.258, 0.160], [-0.341, -0.287, -0.553], [0.152, 0.103, 0.104], [0.036, 0.061, 0.109], [0.002, -0.022, -0.032], [0.058, 0.125, 0.149], [-0.016, -0.042, 0.060], [0.231, 0.004, 0.273], [0.085, 0.088, -0.178], [-0.119, -0.236, -0.142], [-0.192, 0.150, -0.036], [0.050, -0.129, -0.029], [0.181, -0.358, -0.239], [-0.053, 0.249, 0.079], [0.131, 0.154, 0.291], [0.227, -0.167, -0.142], [-0.205, 0.350, 0.191], [-0.091, -0.033, -0.147], [0.285, 0.022, 0.047], [-0.305, -0.085, 0.017], [-0.016, 0.050, -0.233], [0.184, -0.246, 0.097], [0.083, -0.148, -0.105], [0.013, 0.267, -0.496], [-0.065, -0.024, 0.355], [-0.030, -0.111, 0.108], [-0.228, -0.024, 0.351], [0.104, 0.098, -0.206], [-0.028, -0.287, 0.038], [-0.097, -0.110, -0.581], [0.017, 0.117, 0.071], [0.042, -0.032, -0.010], [-0.079, -0.060, 0.007], [-0.011, 0.032, -0.034], [-0.019, 0.036, 0.098], [-0.082, -0.046, 0.037], [0.136, 0.056, -0.046], [-0.105, -0.087, 0.285], [-0.145, 0.014, -0.161], [-0.030, -0.094, -0.088], [0.018, -0.074, 0.018], [-0.003, 0.065, 0.042], [0.124, 0.146, 0.239], [0.081, -0.096, 0.002], [-0.100, 0.113, -0.022], [0.083, -0.068, -0.064], [-0.095, 0.043, -0.034], [-0.050, -0.006, -0.043], [-0.077, 0.087, 0.036], [0.028, -0.065, 0.122], [-0.065, 0.019, 0.015], [-0.031, -0.069, -0.081], [0.018, 0.002, -0.013], [0.023, 0.018, 0.033], [-0.046, 0.059, -0.045], [-0.018, -0.028, -0.023], [0.138, 0.029, -0.115]], "total_charge": 0, "e_lumo_ev": 0.15, "smiles": "COc1ccc2c(c1)O[C@@H](c1cccc(C(F)(F)F)c1)[C@H](OC(=O)NCCc1ccc(OC)c(OC)c1)C2=O", "homo_energy_ev": -7.959, "relative_energy_kcal_mol": 2.11, "gap_ev": 8.11}

---

[2]
{"formula": "C17H24Cl5KN3NbO", "method": "ωB97M-V/def2-TZVPD", "species": ["N", "C", "O", "K", "Nb", "N", "N", "C", "C", "C", "C", "C", "C", "C", "C", "H", "H", "H", "H", "H", "H", "H", "H", "H", "H", "H", "H", "H", "H", "H", "H", "H", "H", "C", "H", "H", "H", "C", "H", "H", "H", "Cl", "C", "C", "C", "Cl", "C", "Cl", "C", "Cl", "C", "Cl"], "positions_angstrom": [[-1.19863, 1.55767, 0.94432], [-0.73262, 1.72829, 2.44056], [-1.58192, 1.44332, 3.44291], [-3.53668, 1.78111, 1.71659], [-0.15643, 0.29373, 0.08052], [1.78663, 0.58949, 0.72856], [-0.13722, 0.68002, -1.96486], [2.23902, 0.91935, 2.09205], [-1.31316, 0.52156, -2.82660], [1.95255, 2.41000, 2.29301], [3.75088, 0.73547, 2.35680], [1.49788, 0.01096, 3.07747], [-1.20017, 1.24267, -4.16446], [-1.65686, -0.92803, -3.12310], [-2.49238, 1.11828, -2.04421], [2.65928, 2.99079, 1.66272], [2.15745, 2.64384, 3.35267], [0.91058, 2.72064, 2.03960], [4.04988, -0.32051, 2.24351], [3.91652, 1.03787, 3.40826], [4.36564, 1.36717, 1.69388], [0.38919, 0.18559, 3.11349], [1.90022, 0.22384, 4.08914], [1.70239, -1.04266, 2.79953], [-0.89483, 2.28318, -4.04018], [-2.20438, 1.24048, -4.60354], [-0.55653, 0.68974, -4.85404], [-0.92311, -1.39736, -3.77975], [-2.60317, -0.95565, -3.67986], [-1.74248, -1.60933, -2.26727], [-2.70236, 0.54375, -1.11802], [-3.39985, 1.18425, -2.66200], [-2.17653, 2.11358, -1.70756], [1.10793, 0.96779, -2.72970], [1.89607, 1.41894, -2.13212], [1.47880, 0.05397, -3.23916], [0.91909, 1.75716, -3.46036], [2.90686, 0.27523, -0.17167], [3.59637, -0.45164, 0.28290], [2.59675, -0.14666, -1.12669], [3.47509, 1.18892, -0.38495], [1.52769, -2.56343, -0.02133], [-0.12653, -2.85637, 0.51776], [-1.05036, -1.81598, 0.58047], [-2.36741, -2.08153, 0.92962], [-3.65427, -0.84817, 0.82857], [-2.73479, -3.35982, 1.37003], [-4.29330, -3.66475, 1.99778], [-1.78639, -4.40634, 1.33407], [-2.21441, -5.98496, 1.78754], [-0.46680, -4.16351, 0.88738], [0.70594, -5.41503, 0.84076]], "atomic_forces_ev_per_a": [[2.686, 2.180, 5.581], [-10.678, -4.089, 2.039], [7.822, 3.196, -6.718], [-1.516, 0.945, 0.414], [4.211, -1.826, -3.740], [-1.747, -0.568, -1.256], [0.936, -0.623, 2.392], [-0.351, 0.578, 0.345], [-1.386, 0.039, 0.276], [0.889, -0.228, 0.756], [0.011, -0.211, 0.061], [0.311, 0.001, 0.469], [-0.439, -0.020, -0.094], [0.084, -0.994, -0.514], [0.218, 0.504, 0.450], [-0.733, -0.143, 0.209], [-0.349, 0.214, -0.444], [0.157, 0.135, 0.107], [-0.033, 0.486, 0.197], [0.088, -0.157, -0.594], [-0.207, -0.301, 0.404], [0.859, -0.334, -0.107], [-0.450, -0.335, -0.420], [-0.325, 0.463, 0.320], [-0.001, -0.080, -0.202], [0.218, 0.048, -0.004], [0.068, 0.351, 0.073], [0.158, 0.103, -0.060], [0.168, -0.008, 0.205], [-0.074, 0.476, 0.179], [-0.049, -0.076, -0.536], [0.245, -0.111, 0.395], [-0.348, 0.110, -0.252], [0.085, -0.085, 0.086], [-0.136, -0.332, 0.303], [-0.153, 0.525, 0.200], [-0.146, -0.388, -0.028], [0.169, -0.318, -0.276], [-0.368, 0.252, -0.138], [-0.145, 0.038, 0.229], [-0.089, -0.052, 0.015], [-0.855, 0.172, 0.113], [-0.103, -0.562, 0.324], [0.747, 2.224, -0.782], [0.054, -0.703, 0.389], [0.690, -1.260, -0.051], [0.170, -0.061, -0.052], [-0.074, -0.026, -0.121], [0.452, 0.422, -0.319], [-0.137, -0.011, 0.109], [-0.252, 0.273, 0.061], [-0.349, 0.167, 0.006]], "total_charge": 2, "e_lumo_ev": [-10.40, -10.37], "homo_energy_ev": [-14.448, -14.461], "relative_energy_kcal_mol": 137.03, "gap_ev": [4.05, 4.09]}

---

[3]
{"formula": "H16KrO8", "method": "ωB97M-V/def2-TZVPD", "species": ["Kr", "O", "H", "H", "O", "H", "H", "O", "H", "H", "O", "H", "H", "O", "H", "H", "O", "H", "H", "O", "H", "H", "O", "H", "H"], "positions_angstrom": [[-0.43190, 0.64476, 0.10508], [-2.42867, -0.86601, -2.37988], [-1.56766, -1.28368, -2.35859], [-2.54136, -0.59477, -3.29091], [2.34297, 1.87096, 1.89952], [2.26282, 2.57042, 1.25101], [1.66554, 2.06546, 2.54723], [-3.73751, 1.78375, -1.49649], [-3.12637, 1.07928, -1.28099], [-4.59008, 1.35248, -1.55452], [3.37145, -0.53909, 1.41878], [3.07506, 0.35795, 1.57278], [3.62764, -0.85902, 2.28379], [-2.61126, -2.39854, 1.58711], [-1.67185, -2.22156, 1.53813], [-3.00106, -1.55950, 1.83269], [0.60768, -2.22040, 1.48568], [1.13886, -1.98718, 0.72430], [0.76492, -1.51490, 2.11319], [2.18651, 3.72065, -0.21879], [2.88072, 3.45394, -0.82143], [1.45378, 3.95848, -0.78692], [-0.06114, -2.10824, -2.36797], [0.62679, -1.73649, -1.81589], [-0.23588, -2.96874, -1.98690]], "atomic_forces_ev_per_a": [[-0.043, 0.100, -0.042], [-0.858, 0.492, 0.176], [0.581, -0.293, 0.052], [-0.120, 0.124, -0.186], [-0.004, -0.087, 0.520], [-0.045, 0.496, -0.645], [-0.109, -0.055, 0.227], [-0.047, 0.515, 0.065], [0.229, -0.472, -0.150], [-0.165, -0.128, -0.021], [0.131, -0.931, -0.328], [-0.285, 0.703, 0.103], [0.156, -0.158, 0.128], [-0.256, -0.145, 0.025], [0.566, -0.070, -0.082], [-0.170, 0.170, 0.018], [-0.581, -0.401, 0.024], [0.373, 0.158, 0.005], [0.248, 0.197, 0.109], [0.068, 0.032, 0.194], [0.291, -0.073, -0.157], [-0.316, 0.063, -0.067], [0.247, -0.066, -0.158], [0.237, 0.206, 0.094], [-0.126, -0.377, 0.098]], "total_charge": 0, "e_lumo_ev": 0.05, "homo_energy_ev": -10.903, "relative_energy_kcal_mol": 1.55, "gap_ev": 10.95}